(1)
ORCA calculation (the ωB97M-V functional and the def2-TZVPD basis) on CH4FNS in the gas phase in a non-equilibrium geometry.

The value obtained for the HOMO energy is -8.79 eV. As for the charge: 0.

XYZ file:
```
8
Properties=species:S:1:pos:R:3:forces:R:3:lowdin_charge:R:1
C 0.005858 0.460096 -0.296301 1.1 -2.5 0.9 -0.028
N 1.227384 -0.454474 0.654873 -3.9 4.2 -0.4 -0.489
S 2.604543 -0.664897 -0.083501 1.9 0.4 -0.5 0.823
F 3.328760 0.883308 -0.286961 -0.8 -1.0 0.1 -0.518
H -0.489609 1.064395 0.433644 0.4 1.0 0.4 0.034
H 0.524523 0.917934 -1.143859 -0.1 0.1 0.6 0.049
H -0.846083 -0.153729 -0.646748 1.0 -0.5 0.0 0.052
H 1.240940 0.186528 1.511102 0.3 -1.7 -1.2 0.077
```
Forces are in eV/Å.

(2)
ORCA calculation (the ωB97M-V functional and the def2-TZVPD basis) on a gas-phase ion, C4H9N2O (charge +1) in a non-equilibrium geometry.

The value obtained for the HOMO energy is -15.06 eV. As for the charge: +1.

XYZ file:
```
16
Properties=species:S:1:pos:R:3:forces:R:3:lowdin_charge:R:1
C -2.061774 -0.756712 0.318318 -0.2 -1.6 -0.1 -0.023
C -0.922808 -0.241546 -0.506678 1.9 0.5 -0.3 -0.279
C -0.447286 1.209011 -0.132119 1.3 -1.1 -2.2 -0.042
N 0.995800 1.101417 0.099754 2.6 2.2 -1.3 0.114
C 1.509429 -0.072033 -0.056412 -6.6 -2.8 0.7 -0.239
N 2.620623 -0.668435 0.120697 1.0 -0.7 -0.1 0.275
O 0.266264 -1.047346 -0.193482 4.1 2.5 0.1 -0.014
H -1.808790 -0.964084 1.348719 0.4 0.8 0.4 0.098
H -2.549425 -1.718798 0.083502 0.7 0.3 -0.9 0.106
H -2.842408 -0.068001 0.225987 -1.3 1.3 0.3 0.073
H -1.003636 -0.241850 -1.617963 -0.5 -0.4 0.8 0.163
H -0.435194 1.900972 -0.960434 -1.2 0.2 -0.3 0.134
H -0.806505 1.637881 0.722134 -1.6 0.9 2.1 0.106
H 1.573302 1.952404 -0.189729 -0.9 -1.5 1.0 0.222
H 3.452651 -0.376779 0.602239 0.1 0.7 -0.1 0.163
H 2.459754 -1.646100 0.135472 0.3 -1.3 -0.2 0.143
```
Forces are in eV/Å.

(3)
ORCA calculation (the ωB97M-V functional and the def2-TZVPD basis) on a molecular structure, CH4I2NOPS in a non-equilibrium geometry.

The value obtained for the HOMO energy (alpha / beta) is -9.59 / -9.53 eV. As for the charge: 0.

XYZ file:
```
11
Properties=species:S:1:pos:R:3:forces:R:3:lowdin_charge:R:1
C 0.145807 -0.452555 -0.477982 0.2 -0.3 -0.3 -0.140
N -0.661565 0.685152 -0.098631 -0.8 0.2 -0.1 -0.295
O -2.555390 0.144925 -1.815904 -0.1 -0.5 -0.7 -0.446
P -2.244131 0.819006 -0.569228 0.7 0.6 0.9 -0.272
S -3.535251 0.364600 1.026544 -0.5 -1.5 -0.9 0.144
I -2.496232 3.249262 -0.632193 -0.1 -0.2 0.2 0.487
I -4.281893 -2.403352 -0.037034 0.5 1.7 0.7 0.214
H -0.414454 -1.039745 -1.200856 0.1 -0.1 0.0 0.072
H 1.068859 -0.112125 -0.949500 0.0 -0.1 0.0 0.080
H 0.386767 -1.079019 0.379565 0.0 -0.1 0.0 0.080
H -0.379545 1.174304 0.733750 0.0 0.1 0.1 0.076
```
Forces are in eV/Å.

(4)
ORCA calculation (the ωB97M-V functional and the def2-TZVPD basis) on a molecular structure, C6H15N in a non-equilibrium geometry.

The value obtained for the HOMO energy (alpha / beta) is -0.06 / -1.75 eV. As for the charge: -1. As for the expectation value of S²: 0.75. As for the multiplicity: 2.

XYZ file:
```
22
Properties=species:S:1:pos:R:3:forces:R:3:mulliken_spin:R:1
C 0.361255 3.592528 1.566947 0.2 -0.2 0.5 0.020
N -0.513927 0.700386 1.084867 2.2 -0.7 -1.2 0.112
C -0.248849 -0.029244 -0.094949 -2.0 -1.1 -1.7 0.706
C -0.164879 -1.560423 0.029819 -0.1 1.4 0.3 -0.025
C 0.977794 -2.218037 -0.726760 -0.3 -1.0 0.0 0.002
C -1.545890 -2.173226 -0.198163 0.6 -0.8 -0.7 0.108
C 0.158056 0.625048 -1.410126 0.2 -0.7 1.0 -0.015
H 0.558632 2.729009 2.209115 0.0 0.4 0.3 -0.019
H 1.032477 4.444610 1.720613 0.1 -0.2 0.0 -0.003
H -0.660275 3.924118 1.750474 0.0 -0.2 -0.3 0.000
H 0.490863 3.111742 0.608604 -0.3 0.4 -0.5 0.012
H 0.564770 0.425906 0.981425 -0.4 1.3 2.4 0.087
H -0.005764 -1.629478 1.112856 0.3 -0.4 0.0 -0.029
H 1.103517 -3.227519 -0.317101 0.2 -0.1 -0.1 0.006
H 1.939749 -1.713195 -0.642822 -0.1 0.2 0.1 -0.002
H 0.766396 -2.380143 -1.787959 -0.1 0.3 -0.1 0.002
H -1.890714 -2.036917 -1.229903 0.0 0.2 0.1 -0.027
H -1.573303 -3.263379 -0.014635 0.0 0.1 0.1 -0.035
H -2.208273 -1.678224 0.480548 -0.6 0.3 0.3 0.028
H -0.230772 0.139687 -2.313692 -0.1 0.1 0.0 0.023
H 1.267443 0.565410 -1.489835 0.0 0.4 -0.3 0.035
H -0.178304 1.651340 -1.319323 0.1 0.3 -0.4 0.011
```
Forces are in eV/Å.

(5)
ORCA calculation (the ωB97M-V functional and the def2-TZVPD basis) on a molecular structure, C4H4Br2ClN.

The value obtained for the HOMO energy is -10.23 eV. As for the charge: 0.

XYZ file:
```
12
Properties=species:S:1:pos:R:3:forces:R:3:lowdin_charge:R:1
C 0.454697 -1.225079 0.654785 0.1 0.2 -0.1 -0.210
C -1.240913 -0.209468 -0.348527 -0.2 0.4 -0.2 -0.310
C 1.001760 0.162864 0.438565 0.2 0.1 0.3 -0.732
C -0.014845 0.698548 -0.570801 -0.1 0.3 -0.5 -1.213
N -0.729082 -1.400132 0.266858 -0.2 -0.8 0.1 0.065
Cl 0.895395 1.002678 2.026845 0.2 -0.1 0.0 0.603
Br -0.413515 2.586093 -0.438185 0.0 -0.1 -0.1 0.678
Br 0.723902 0.363533 -2.367783 -0.1 -0.1 0.3 0.691
H 1.008888 -1.994899 1.162239 0.2 -0.2 0.2 0.117
H -1.960096 0.254238 0.335092 0.1 0.1 -0.1 0.116
H -1.765253 -0.461466 -1.271913 0.1 0.2 0.0 0.107
H 2.039063 0.223091 0.112827 -0.2 0.0 0.0 0.088
```
Forces are in eV/Å.

(6)
ORCA calculation (the ωB97M-V functional and the def2-TZVPD basis) on C4H7NO2 in the gas phase in a non-equilibrium geometry.

The value obtained for the HOMO energy is -10.25 eV. As for the charge: 0.

XYZ file:
```
14
Properties=species:S:1:pos:R:3:forces:R:3:lowdin_charge:R:1
C -0.616580 -1.088218 1.925734 0.0 -0.1 0.2 -0.124
N -0.004237 -0.473210 0.778288 0.1 -0.3 -0.4 -0.006
C 0.170773 -1.145756 -0.265727 0.0 0.4 0.1 -0.213
O 0.743701 -0.610203 -1.382385 0.0 -0.5 0.1 0.029
C 1.061653 0.749293 -1.436478 0.1 0.3 0.5 -0.466
C -0.091651 1.691668 -1.089294 0.9 0.0 -0.5 0.008
O 2.167534 1.041621 -1.788572 -0.9 0.0 0.1 0.142
H -0.837900 -2.157036 1.793212 0.0 0.1 0.0 0.075
H 0.060925 -0.954811 2.772412 -0.2 -0.1 0.0 0.079
H -1.545608 -0.558121 2.159785 0.1 -0.1 0.0 0.079
H -0.067268 -2.210299 -0.407001 0.0 0.3 -0.1 0.148
H -0.980505 1.355150 -1.624664 0.0 0.1 0.1 0.090
H 0.224131 2.685450 -1.419092 -0.3 -0.1 0.1 0.088
H -0.284968 1.674473 -0.016218 0.1 0.0 -0.3 0.070
```
Forces are in eV/Å.

(7)
ORCA calculation (the ωB97M-V functional and the def2-TZVPD basis) on C3H8N2O in the gas phase in a non-equilibrium geometry.

The value obtained for the HOMO energy is -8.06 eV. As for the charge: 0.

XYZ file:
```
14
Properties=species:S:1:pos:R:3:forces:R:3:lowdin_charge:R:1
C -1.915844 -1.101318 -0.011255 -0.5 0.6 -0.3 -0.079
N -0.933417 -0.010229 0.126765 0.0 -0.8 -0.3 -0.253
C -1.257328 1.412281 -0.049695 -0.9 1.6 -0.4 -0.110
C 0.395403 -0.386955 0.015970 1.0 0.2 0.1 -0.215
N 1.385241 0.442845 0.058142 -1.9 -0.4 0.1 -0.056
O 2.617936 -0.139499 -0.029920 0.9 -1.6 -0.3 -0.101
H -1.446955 -2.056170 -0.246901 0.4 0.2 0.1 0.068
H -2.490155 -1.266093 0.915721 0.0 0.3 -0.4 0.083
H -2.597359 -0.926431 -0.874943 0.2 0.2 0.7 0.087
H -2.314514 1.611059 -0.655635 2.7 -0.9 1.5 0.113
H -1.406664 2.049406 1.040453 0.9 -1.8 -3.2 0.132
H -0.354404 1.753485 -0.757083 -2.1 0.2 2.0 0.101
H 0.645802 -1.485285 -0.105976 -0.7 1.0 0.2 0.137
H 2.524605 -1.136342 -0.100744 0.1 1.4 0.1 0.095
```
Forces are in eV/Å.

(8)
ORCA calculation (the ωB97M-V functional and the def2-TZVPD basis) on 15 unconnected molecules or ions with the total composition H30O15 in a non-equilibrium geometry.

The value obtained for the HOMO energy is -10.46 eV. As for the charge: 0.

XYZ file:
```
45
Properties=species:S:1:pos:R:3:forces:R:3:lowdin_charge:R:1
O -0.666855 -4.400374 0.260519 -10.8 4.9 -0.4 0.094
H 0.113193 -4.597455 0.101695 11.2 -3.6 -1.4 -0.097
H -1.138519 -4.788015 0.944690 -0.4 -1.3 1.9 0.029
O 3.393306 1.532689 1.520374 1.4 -3.9 -2.6 -0.180
H 3.548206 0.431083 1.587668 -0.8 4.8 -0.5 0.091
H 3.605632 1.704256 0.517547 -0.6 -0.6 2.9 0.073
O 0.462248 -1.130529 2.710406 -1.0 1.5 0.4 -0.106
H -0.093581 -0.621861 2.057852 1.3 -0.7 1.1 0.015
H 0.505648 -0.468958 3.480657 0.3 -1.3 -1.7 0.059
O -0.416980 -2.519868 -2.083789 -0.8 0.7 -0.6 -0.047
H 0.131417 -2.890464 -1.404837 0.4 -0.4 0.6 0.005
H -0.498108 -1.593456 -1.807616 0.2 -0.1 -0.2 0.002
O -2.554622 -0.339924 1.479762 -4.3 1.3 0.0 -0.017
H -3.102455 -0.437992 0.662875 1.2 -0.2 0.8 0.062
H -1.689966 -0.577501 1.340079 2.7 -1.1 -1.1 -0.052
O -0.792194 0.491267 -3.316968 0.9 1.0 -1.1 -0.072
H -1.488898 -0.025541 -2.899423 -0.5 0.8 0.1 0.010
H -0.974755 1.452379 -3.457546 -0.6 -1.6 0.5 0.071
O 0.891002 1.399952 3.183781 -6.7 -8.3 -0.8 -0.080
H 1.077225 2.228346 3.261415 1.9 8.2 0.7 -0.083
H -0.242890 1.390993 3.120024 4.6 0.7 0.2 0.147
O -0.274388 3.775878 0.712532 -0.3 0.9 -0.4 -0.070
H -0.105353 3.068253 0.086089 0.2 -0.3 0.2 0.018
H -1.148771 4.114169 0.412183 0.8 -0.4 0.3 0.043
O -3.290016 -1.494891 -1.819660 0.4 -1.7 -1.8 -0.082
H -2.635614 -2.229787 -1.853408 0.4 0.6 1.1 0.030
H -3.685555 -1.836745 -2.659650 -0.5 1.2 0.7 0.067
O 0.122801 0.492383 -0.767694 -2.2 0.4 1.1 -0.038
H 0.558201 1.177497 -1.251790 0.8 0.0 -0.5 0.024
H 0.698943 -0.236109 -0.588992 1.4 -0.4 -0.2 -0.014
O 2.108212 -1.352180 -1.346456 -1.6 -0.4 -3.3 -0.121
H 2.056835 -1.369509 -2.402852 0.2 0.5 3.2 0.087
H 3.024366 -1.442615 -1.156255 1.2 -0.1 0.6 0.001
O -1.767157 2.557959 2.944711 -2.1 0.7 -0.5 -0.112
H -1.420084 3.328902 2.431852 0.0 -1.0 0.3 0.036
H -2.722972 2.486286 2.588886 2.8 -0.2 1.3 0.068
O -2.664499 2.922679 0.546985 -3.2 3.6 0.3 -0.062
H -3.471934 2.945370 1.134181 1.4 -0.8 -1.6 0.096
H -2.294623 2.099413 0.385239 0.5 -2.9 0.2 -0.001
O 3.534066 -1.591246 0.824494 -1.2 0.9 1.4 -0.142
H 4.289459 -1.408485 1.460607 -2.1 -0.4 -0.7 0.078
H 2.562198 -1.355144 1.162124 3.3 -0.7 -0.3 0.105
O 2.409887 -0.305671 -3.836797 2.1 -2.4 -0.4 -0.038
H 1.817923 0.409220 -3.749338 -1.7 0.7 -0.6 0.013
H 2.230004 -0.994664 -4.516156 -0.5 1.5 0.5 0.091
```
Forces are in eV/Å.

E values, unit eV, following the record order: -16142.6670, -9313.8899, -40965.5046, -7951.4279, -158309.8975, -9846.0443, -8265.0100, -31195.5635.